Record 1
# C46H58CoN6O

C46H58CoN6O as an isolated structure in a non-equilibrium geometry (the ωB97M-V functional and the def2-TZVPD basis, OMol25).

The geometry in XYZ format:
```
112
Properties=species:S:1:pos:R:3:forces:R:3
Co -0.93247 0.36672 -1.31117 1.49 -0.33 0.89
C -3.22318 -2.28598 3.71351 -0.13 0.06 0.00
C -4.22418 -1.59283 2.77667 0.19 -0.06 0.10
C -3.55289 -0.57583 1.91420 0.05 0.01 -0.18
C -3.47119 0.76703 2.08685 0.00 -0.04 -0.11
C -4.04612 1.60182 3.18403 0.17 -0.01 0.07
C -3.01958 1.87630 4.29172 -0.10 -0.01 -0.02
C -2.64027 1.26313 1.01558 -0.04 0.24 0.30
C -2.28434 2.58423 0.88774 0.07 -0.09 -0.14
C -1.43646 3.06438 -0.08369 -0.06 -0.19 0.10
C -1.03299 4.43615 -0.16316 0.33 0.17 -0.50
C -1.43691 5.51897 0.78180 0.10 -0.07 0.19
C -0.60686 5.50460 2.07402 -0.09 0.05 -0.10
C -0.19084 4.52499 -1.24027 -0.41 0.24 0.54
C -0.10509 3.20846 -1.78673 0.42 -0.25 -0.60
C 0.65856 2.90107 -2.90178 -0.31 0.36 0.54
C 0.76387 1.65207 -3.44351 0.12 -0.44 -0.36
N 0.13139 0.52571 -2.97106 -0.27 0.28 0.33
C 0.52875 -0.47801 -3.80227 0.21 -0.17 -0.21
C 0.17352 -1.80016 -3.67291 -0.11 0.06 0.21
C -0.61004 -2.29118 -2.65401 0.12 0.16 -0.22
N -1.19478 -1.53537 -1.66342 0.02 0.10 -0.15
C -1.85935 -2.44723 -0.88955 -0.37 0.24 0.64
C -2.61003 -2.14438 0.23688 0.30 -0.30 -0.54
C -2.78090 -0.88271 0.73046 -0.16 0.41 0.28
N -2.22608 0.25585 0.19628 0.10 -0.21 -0.57
C -1.70295 -3.77758 -1.38332 0.31 -0.24 -0.55
C -0.91620 -3.68153 -2.49842 -0.27 -0.17 0.45
C -0.47924 -4.78122 -3.41104 -0.17 0.08 -0.16
C -1.39320 -4.89684 -4.63987 0.10 -0.04 0.09
C -2.24966 -5.02033 -0.75672 0.12 0.05 0.13
C -1.35574 -5.52464 0.38382 -0.09 -0.01 -0.07
C 1.42006 0.01058 -4.82935 -0.14 -0.06 0.06
C 1.57162 1.33905 -4.60248 -0.14 0.11 0.13
C 2.42255 2.32377 -5.33727 0.12 -0.05 0.13
C 3.77400 2.54881 -4.64613 -0.07 0.02 -0.10
C 2.06231 -0.84143 -5.87702 0.12 -0.03 0.15
C 3.27034 -1.61555 -5.33044 -0.06 0.06 -0.10
N -0.86272 2.31279 -1.08300 -0.21 -0.04 0.05
C 0.53134 5.73421 -1.73991 0.18 -0.09 0.07
C 1.95505 5.83356 -1.17555 -0.10 0.04 -0.07
H -3.72663 -3.02943 4.33197 0.02 -0.02 -0.01
H -2.74782 -1.55541 4.36874 0.05 -0.01 -0.02
H -2.43583 -2.78313 3.14402 0.02 -0.02 0.02
H -4.99324 -1.10523 3.37627 -0.06 -0.02 -0.04
H -4.72583 -2.33795 2.15542 -0.06 0.02 0.02
H -4.90624 1.08414 3.61015 -0.04 0.04 -0.03
H -4.41180 2.54675 2.77662 -0.08 -0.01 0.02
H -2.61727 0.94261 4.68451 0.03 0.02 -0.01
H -3.48095 2.42837 5.11081 0.02 0.02 -0.01
H -2.17907 2.45787 3.91029 0.03 -0.02 0.02
H -2.68094 3.29273 1.60037 0.00 -0.03 0.03
H -2.49459 5.41934 1.03397 -0.03 0.06 -0.05
H -1.31483 6.48593 0.29278 -0.08 0.00 -0.02
H -0.71431 4.55343 2.59756 0.02 0.00 0.02
H -0.92902 6.30580 2.73922 0.02 -0.03 0.03
H 0.45067 5.65060 1.85264 0.01 -0.02 0.02
H 1.19795 3.71545 -3.36396 0.05 -0.05 -0.05
H 0.54669 -2.50175 -4.40463 0.03 0.00 0.01
H -3.09647 -2.96714 0.74077 -0.01 0.03 0.06
H -0.49103 -5.72530 -2.86509 0.07 0.00 0.01
H 0.54970 -4.61146 -3.73449 0.03 -0.06 0.04
H -2.42044 -5.09390 -4.33187 -0.01 0.01 -0.02
H -1.06539 -5.71076 -5.28668 -0.02 0.02 -0.02
H -1.38884 -3.97149 -5.21697 -0.02 0.00 -0.02
H -2.33445 -5.79630 -1.51823 -0.07 0.01 0.00
H -3.25661 -4.83787 -0.37707 -0.04 -0.04 -0.05
H -0.35058 -5.73547 0.01641 0.01 0.00 0.02
H -1.76283 -6.43959 0.81467 0.03 0.01 0.03
H -1.27582 -4.77697 1.17508 0.02 0.00 0.01
H 1.89602 3.27609 -5.42476 -0.01 -0.01 -0.08
H 2.59695 1.96010 -6.35031 -0.05 0.04 -0.03
H 3.63760 2.96307 -3.64539 0.02 -0.01 0.01
H 4.38659 3.24160 -5.22319 0.02 0.01 0.04
H 4.31899 1.60878 -4.55335 0.01 0.00 0.02
H 2.39214 -0.20763 -6.70065 -0.06 -0.02 -0.05
H 1.33026 -1.54050 -6.28688 0.00 0.02 -0.04
H 4.04608 -0.92451 -4.99869 0.01 -0.02 0.02
H 3.69569 -2.25803 -6.10150 0.01 -0.01 0.03
H 2.98789 -2.23575 -4.47901 0.02 -0.02 0.00
H -0.02752 6.62650 -1.45620 -0.03 0.01 -0.06
H 0.57449 5.72082 -2.83045 -0.05 0.06 -0.01
H 1.93309 5.89286 -0.08723 0.02 -0.02 0.01
H 2.45472 6.72493 -1.55518 0.04 -0.03 0.01
H 2.54591 4.95928 -1.45513 0.02 0.01 0.01
C 3.98424 -2.12708 4.19351 -0.13 -0.03 -0.05
C 2.63663 -2.44257 3.55227 0.16 0.04 0.06
N 1.51977 -1.72077 4.15018 -0.02 0.09 -0.02
C 1.09018 -2.10917 5.49604 -0.04 0.19 0.12
C 1.47448 -1.07595 6.55098 -0.02 -0.09 -0.10
C 0.81340 -0.74565 3.53738 0.01 -0.17 -0.05
O -0.19439 -0.24228 4.01210 0.02 0.00 -0.02
C 1.29228 -0.24603 2.19489 0.16 0.06 0.00
C 2.42050 0.55132 2.04548 -0.08 -0.06 -0.07
C 2.72233 1.06021 0.79042 -0.04 -0.11 0.06
C 1.85553 0.81516 -0.25883 0.18 0.13 -0.18
N 0.74893 0.08825 -0.10176 -1.32 0.37 -0.45
C 0.48601 -0.44944 1.08976 -0.11 -0.25 0.14
H 4.77168 -2.67274 3.67301 0.02 0.01 0.04
H 4.00331 -2.42457 5.24194 0.01 0.02 0.00
H 4.20403 -1.06058 4.13558 0.03 0.01 0.01
H 2.43757 -3.51333 3.64361 -0.07 0.01 -0.03
H 2.67067 -2.21550 2.48979 -0.03 -0.01 -0.06
H 1.54156 -3.07487 5.72058 0.00 -0.03 -0.05
H 0.00594 -2.22614 5.48362 0.01 -0.07 -0.01
H 2.55387 -0.92346 6.57485 0.00 0.00 0.03
H 1.14952 -1.41135 7.53592 0.01 0.02 0.00
H 0.98913 -0.12627 6.33306 0.00 0.02 0.03
H 3.04591 0.78078 2.89890 0.03 -0.04 0.00
H 3.60710 1.65889 0.62753 -0.03 0.02 -0.02
H 2.04452 1.21683 -1.24594 -0.10 0.04 0.02
H -0.40684 -1.05664 1.17026 0.06 0.08 0.02
```
Forces are in eV/Å.

Results
- Charge: +1
- HOMO level (spin up / spin down): -9.33 / -9.29 eV
- Electronic energy: -97256.8844 eV
- Kohn-Sham gap (spin up / spin down): 5.1 / 5.5 eV

Record 2
# C46H59As3IrN3P2

C46H59As3IrN3P2 as an isolated structure in a non-equilibrium geometry (the ωB97M-V functional and the def2-TZVPD basis, OMol25).

The geometry in XYZ format:
```
114
Properties=species:S:1:pos:R:3:forces:R:3
Ir -0.53523 0.07265 0.38924 -2.52 0.60 0.71
C -0.97326 3.02554 1.87962 0.05 -0.27 -0.05
P -0.58574 1.37337 2.57489 0.81 0.61 -0.34
C -1.53826 1.45212 4.12258 -0.21 -0.45 -0.14
C -2.93141 1.51070 4.02369 0.05 0.06 -0.05
C -3.69790 1.71424 5.15716 -0.06 0.02 -0.01
C -3.08195 1.86370 6.39474 0.06 0.00 0.02
C -1.70106 1.79074 6.49522 -0.05 0.03 0.06
C -0.92342 1.57873 5.36429 0.01 -0.02 -0.13
C 1.15574 1.29242 3.07213 0.00 -0.27 0.17
C 1.55963 0.13568 3.75183 -0.02 0.11 -0.04
C 2.88793 -0.04835 4.09470 0.02 0.00 0.00
C 3.83078 0.91892 3.76551 0.02 -0.05 -0.03
C 3.43687 2.07136 3.10173 0.05 0.01 -0.03
C 2.10780 2.25244 2.74403 -0.14 0.02 0.07
C -2.03838 2.75321 0.88361 -0.55 0.27 -0.20
C -3.24194 3.35683 0.60013 0.29 0.12 0.23
C -3.85567 2.60555 -0.43511 -0.09 -0.26 -0.34
C -3.00127 1.57377 -0.74930 -0.55 0.43 0.19
C -3.06379 0.46653 -1.73153 0.34 -0.16 0.06
P -2.48559 -1.03366 -0.83861 1.07 0.43 -0.93
C -1.93651 -2.23503 -2.09035 0.03 -0.17 0.32
C -1.39408 -3.42298 -1.59495 -0.29 0.04 -0.14
C -1.06409 -4.45348 -2.45973 -0.05 -0.07 -0.02
C -1.27292 -4.30347 -3.82573 0.05 -0.01 0.06
C -1.80416 -3.12145 -4.32142 -0.03 0.03 -0.08
C -2.13894 -2.08663 -3.45815 -0.20 -0.07 0.02
C -4.01360 -1.92932 -0.34646 0.31 0.17 0.69
C -5.04504 -2.00574 -1.28171 0.02 0.13 -0.04
C -6.16976 -2.76474 -1.00937 -0.04 -0.03 -0.04
C -6.27544 -3.46354 0.18697 -0.01 0.03 -0.01
C -5.23873 -3.41576 1.10394 -0.01 -0.04 0.01
C -4.10882 -2.65403 0.83745 0.02 -0.07 -0.13
N -1.89836 1.66541 0.05228 1.43 -1.44 0.19
H -1.27919 3.72310 2.65424 -0.02 0.01 0.04
H -0.08016 3.38891 1.38503 0.17 0.17 0.02
H -3.41067 1.42610 3.05273 -0.04 0.01 0.03
H -4.77669 1.76495 5.07987 0.03 0.03 -0.02
H -3.67979 2.04946 7.27757 0.01 -0.05 -0.01
H -1.21850 1.90969 7.45648 -0.01 -0.01 -0.01
H 0.15270 1.53317 5.45485 0.01 0.02 0.02
H 0.82396 -0.61501 4.02571 0.09 0.05 0.04
H 3.18915 -0.94236 4.62633 0.00 0.02 -0.01
H 4.87109 0.76825 4.02470 -0.03 0.05 0.04
H 4.16356 2.84086 2.87179 -0.01 -0.03 -0.02
H 1.81116 3.15352 2.22669 0.03 0.08 0.02
H -3.63065 4.24189 1.08103 -0.01 -0.04 -0.04
H -4.80742 2.80357 -0.90560 0.06 0.03 0.03
H -4.05683 0.35058 -2.15407 -0.02 -0.02 -0.04
H -2.34006 0.63585 -2.53751 -0.10 -0.03 -0.06
H -1.24957 -3.54112 -0.52356 -0.04 -0.05 -0.03
H -0.65563 -5.37888 -2.07149 -0.01 0.04 -0.02
H -1.02678 -5.11282 -4.50060 -0.01 0.02 0.00
H -1.97092 -3.00684 -5.38518 0.01 0.00 0.03
H -2.56198 -1.17155 -3.85722 -0.01 -0.05 -0.02
H -4.97350 -1.49663 -2.23456 -0.03 -0.02 0.02
H -6.96414 -2.81913 -1.74298 0.02 0.01 0.03
H -7.16088 -4.05009 0.39447 0.03 0.00 -0.01
H -5.30395 -3.98000 2.02576 0.01 0.02 -0.02
H -3.29393 -2.64685 1.54392 -0.11 -0.10 -0.09
C 0.67966 3.26185 -2.83989 -0.29 -0.06 -0.04
As 1.10996 2.70306 -1.00836 0.53 0.06 0.07
C 1.19468 4.56334 -0.36170 -0.18 -0.04 0.13
C 3.06372 2.43655 -0.92660 -0.11 -0.01 0.01
C 3.71906 1.34841 -1.77519 -0.09 -0.04 -0.18
C 5.22543 1.38311 -1.46123 -0.07 -0.09 0.01
C 3.21829 -0.05330 -1.41109 -0.03 0.14 0.61
As 1.31059 -0.57321 -1.29275 -0.96 -0.51 -0.46
C 0.62106 -0.28444 -3.08624 -0.06 -0.02 -0.01
C 1.67070 -2.48742 -1.45665 -0.02 -0.14 0.27
C 3.46536 1.64005 -3.26332 0.09 -0.13 -0.14
As 4.69375 1.06113 -4.75424 0.08 0.08 -0.15
C 3.35216 0.03738 -5.76653 0.03 -0.08 0.12
C 5.69386 -0.51840 -4.13504 -0.21 0.00 0.15
H 1.41855 3.97257 -3.20608 0.06 -0.03 0.09
H -0.28430 3.76885 -2.77040 0.00 0.01 -0.01
H 0.58386 2.44834 -3.55363 0.08 0.17 0.07
H 1.73135 5.14781 -1.10959 0.01 -0.10 -0.03
H 1.72981 4.64795 0.58185 -0.01 -0.08 0.04
H 0.19701 4.98371 -0.24914 -0.05 -0.05 0.01
H 3.23938 2.22162 0.13256 0.01 0.04 0.04
H 3.54573 3.39176 -1.14903 -0.05 0.02 -0.02
H 5.40058 1.42765 -0.38307 -0.02 0.01 -0.04
H 5.68587 2.25830 -1.92362 0.01 0.01 0.04
H 5.72167 0.49101 -1.84241 0.01 0.11 0.04
H 3.63166 -0.35378 -0.44276 0.02 -0.01 0.01
H 3.59389 -0.76008 -2.15399 -0.16 -0.09 0.03
H 1.40141 -0.47404 -3.82241 0.01 0.01 0.08
H 0.22481 0.71985 -3.21478 0.02 -0.19 0.09
H -0.18203 -1.00104 -3.24028 0.17 0.07 0.05
H 1.92522 -2.70996 -2.49165 0.01 0.10 -0.06
H 0.79148 -3.06703 -1.18434 0.24 0.13 -0.03
H 2.50370 -2.78905 -0.82168 0.06 0.08 -0.05
H 3.47599 2.72171 -3.39809 -0.01 0.07 0.00
H 2.46992 1.30094 -3.55331 0.12 0.11 0.05
H 3.02707 -0.83752 -5.19757 -0.01 0.00 -0.08
H 3.80045 -0.30326 -6.69839 0.01 0.00 0.00
H 2.49096 0.65848 -6.01162 0.02 0.04 0.01
H 5.10712 -1.16536 -3.48003 0.12 -0.06 -0.07
H 6.61207 -0.21924 -3.63540 0.00 -0.02 -0.02
H 5.96183 -1.08015 -5.02938 -0.02 0.01 -0.02
N -2.27315 -1.24345 2.87677 0.38 -0.18 -0.05
C -1.11199 -1.93286 2.80514 -0.16 0.13 -0.12
C -0.78730 -2.87920 3.79329 0.08 -0.11 0.03
C 0.40864 -3.54694 3.72765 -0.12 0.00 0.06
C 1.28819 -3.27908 2.67542 0.02 -0.02 -0.09
C 0.91324 -2.34983 1.74432 0.06 -0.21 0.24
N -0.26203 -1.67876 1.78827 0.70 0.78 -0.92
H -2.95446 -1.45811 3.58211 0.01 0.01 0.06
H -2.54826 -0.68076 2.09151 -0.09 0.12 0.04
H -1.49719 -3.05855 4.59070 0.04 -0.01 -0.01
H 0.66854 -4.27850 4.48207 -0.04 0.03 0.01
H 2.23857 -3.78648 2.59209 -0.02 0.03 -0.03
H 1.56007 -2.10992 0.91599 -0.05 0.00 0.20
```
Forces are in eV/Å.

Results
- Charge: +2
- HOMO level (spin up / spin down): -12.45 / -12.45 eV
- Electronic energy: -257048.4519 eV
- Kohn-Sham gap (spin up / spin down): 5.5 / 5.5 eV
- Energy above the lowest of the compared OMol25 structures with the same formula, charge and spin: 57.8 kcal/mol